(1)
{
  "formula": "C36H33Co2N2O6",
  "method": "ωB97M-V/def2-TZVPD",
  "fmax_ev_per_a": 5.35,
  "total_charge": -1,
  "lumo_ev": 1.906,
  "spin_multiplicity": 1,
  "homo_energy_ev": -2.899,
  "total_energy_ev": -128381.2466,
  "relative_energy_kcal_mol": 9.3,
  "homo_lumo_gap_ev": 4.8,
  "symbols": ["C", "C", "C", "C", "C", "C", "N", "C", "N", "C", "C", "C", "C", "C", "C", "C", "C", "C", "C", "C", "C", "C", "C", "H", "H", "H", "H", "H", "H", "H", "H", "H", "H", "H", "H", "H", "H", "H", "H", "H", "H", "H", "H", "H", "H", "H", "H", "H", "H", "O", "C", "Co", "C", "O", "C", "O", "C", "C", "C", "C", "C", "C", "C", "C", "C", "Co", "C", "O", "C", "O", "C", "O", "H", "H", "H", "H", "H", "H", "H"],
  "coordinates": [[4.9717, -1.1369, -3.6119], [3.5408, -1.3375, -3.1993], [3.1562, -2.4950, -2.5156], [1.8417, -2.6607, -2.0739], [1.4312, -4.0391, -1.6460], [0.9532, -1.5628, -2.1549], [-0.3932, -1.6788, -1.6671], [-1.0378, -1.3977, -0.5114], [-2.3451, -1.7611, -0.6113], [-3.4406, -1.5209, 0.2549], [-3.9110, -0.1735, 0.5247], [-3.5563, 0.9380, -0.2173], [-4.9457, -0.0023, 1.5147], [-5.7295, -1.0641, 1.9333], [-6.9358, -0.8837, 2.8266], [-5.3723, -2.3396, 1.4628], [-4.2516, -2.5828, 0.6561], [-3.9774, -4.0047, 0.2622], [-2.5898, -2.4373, -1.8933], [-1.3019, -2.2920, -2.6325], [1.2251, -0.5814, -3.1460], [0.1911, 0.2454, -3.8499], [2.5518, -0.4088, -3.5474], [5.1510, -0.0694, -3.7896], [5.6534, -1.4813, -2.8206], [5.2219, -1.6833, -4.5365], [3.8844, -3.2940, -2.3323], [0.6737, -4.0509, -0.8577], [1.0652, -4.6368, -2.4968], [2.3291, -4.5603, -1.2932], [-4.0901, 1.8599, 0.0088], [-0.5790, -1.0552, 0.4200], [-2.8462, 0.9059, -1.0371], [-5.1454, 1.0220, 1.8261], [-7.3688, -1.8455, 3.1166], [-6.7068, -0.3408, 3.7508], [-7.7419, -0.3334, 2.3244], [-5.9769, -3.1922, 1.7639], [-4.3463, -4.6573, 1.0607], [-4.5099, -4.2986, -0.6564], [-2.9077, -4.1936, 0.1360], [-2.7840, -3.5002, -1.7212], [-3.4591, -2.0163, -2.4202], [-1.4167, -1.6617, -3.5207], [-0.8853, -3.2632, -2.9222], [0.3138, 1.3122, -3.6300], [0.3167, 0.1441, -4.9459], [-0.8357, -0.0305, -3.5882], [2.8149, 0.4399, -4.1845], [-0.9556, 2.2569, -1.6184], [0.0933, 2.4344, -1.1300], [1.6615, 2.7387, -0.4778], [3.3082, 1.9996, -0.5287], [4.1495, 1.2225, -0.7448], [1.8992, 3.3389, -2.1043], [1.9857, 3.6016, -3.2334], [1.4453, 3.5076, 1.1302], [1.1203, 2.1377, 1.1230], [0.6923, 1.1701, 1.9913], [1.2929, 1.2008, 3.3289], [0.6264, 0.8210, 4.5279], [1.2061, 1.0469, 5.7714], [2.4593, 1.6728, 5.8681], [3.1444, 2.0459, 4.7089], [2.5944, 1.7563, 3.4662], [3.2005, 4.3429, 0.7479], [3.4344, 5.2497, -0.7523], [3.6412, 5.9035, -1.6868], [4.7831, 3.6118, 1.1197], [5.8013, 3.1311, 1.3891], [2.9123, 5.6459, 1.9029], [2.5403, 6.4169, 2.6883], [0.7573, 4.2254, 1.6088], [-0.1963, 0.5763, 1.7591], [-0.3745, 0.4031, 4.4542], [0.6895, 0.7472, 6.6838], [2.9049, 1.8792, 6.8457], [4.1141, 2.5467, 4.7772], [3.1692, 2.0268, 2.5722]],
  "forces_ev_per_angstrom": [[0.2, 0.2, 0.0], [-0.3, 0.1, 0.1], [-0.2, 0.3, -0.2], [0.2, 0.5, 0.3], [0.2, -0.2, 0.5], [0.3, -0.1, -1.3], [-0.1, 0.0, 0.1], [-1.9, -1.4, -1.2], [1.9, 0.6, 0.0], [-0.8, 0.1, 1.3], [0.4, 1.2, -1.4], [0.0, -0.6, 0.4], [-0.7, -1.0, 0.7], [1.0, 1.2, -0.4], [-0.2, 0.0, 0.1], [0.0, -1.0, -0.3], [-0.4, 0.4, 0.5], [-0.1, -0.5, 0.3], [-0.7, -0.4, -0.1], [0.2, -0.2, -0.7], [0.5, 0.1, 0.8], [-0.4, 0.6, 0.0], [0.3, -0.7, 0.0], [0.1, -0.3, 0.0], [-0.2, 0.1, -0.3], [-0.1, 0.1, 0.3], [-0.3, 0.3, -0.1], [0.1, 0.0, -0.1], [0.0, 0.4, 0.2], [-0.3, 0.0, 0.1], [0.4, 0.0, -0.2], [-0.2, 0.3, -0.6], [0.0, 0.1, 0.2], [-0.1, -0.2, 0.0], [0.2, 0.0, 0.0], [0.1, 0.0, -0.2], [0.2, 0.0, 0.0], [0.1, 0.0, 0.0], [0.1, 0.0, -0.2], [0.2, 0.1, 0.2], [-0.1, -0.1, 0.1], [-0.2, 0.4, 0.1], [0.3, 0.1, 0.4], [0.2, -0.3, 0.2], [-0.1, 0.2, -0.1], [0.0, -0.2, 0.0], [0.0, -0.1, 0.5], [0.4, 0.4, -0.1], [-0.1, -0.3, 0.1], [2.1, 0.5, 1.1], [-2.2, -1.0, -0.7], [-0.6, 0.4, -5.3], [1.0, -3.3, -0.4], [-0.8, 1.9, 0.5], [0.6, 1.4, -2.3], [-0.1, -0.5, 1.6], [0.8, 1.3, 3.5], [-0.6, -0.3, 3.5], [0.2, 1.0, -0.8], [0.0, 0.5, 1.2], [0.3, 0.2, -0.8], [0.5, 0.1, 0.0], [-0.1, 0.0, 0.0], [-0.3, -0.4, 0.2], [-0.2, 0.0, -0.2], [0.0, 0.1, -0.8], [0.6, 1.5, -0.9], [-0.3, -0.8, 0.9], [0.5, -1.2, 0.7], [-0.6, 0.7, -0.3], [-1.4, 0.4, 0.9], [1.0, -0.9, -1.1], [-0.2, -0.7, -0.3], [0.6, -0.5, 0.0], [0.1, 0.0, 0.1], [0.0, 0.1, -0.2], [-0.2, -0.1, -0.3], [-0.3, -0.2, -0.1], [-0.4, -0.2, 0.4]],
  "mulliken_charge": [-1.7085, 0.8665, -0.7573, 1.0265, -1.8629, -0.9461, 0.8644, -0.0491, 0.5338, -0.8287, 1.9500, -1.8515, -1.1626, 0.8189, -1.4215, -0.9127, 1.2490, -1.8844, -0.6199, -0.7044, 1.5941, -1.4799, -0.9896, 0.3743, 0.3948, 0.3378, 0.3305, 0.2841, 0.3080, 0.4893, 0.2264, 0.4924, 0.1736, 0.3560, 0.3250, 0.3337, 0.2731, 0.1798, 0.4647, 0.2791, 0.3425, 0.2887, 0.3739, 0.4296, 0.3793, 0.2030, 0.3575, 0.0315, 0.2753, -0.4986, -0.4073, 0.5755, -0.2752, -0.4373, 0.3493, -0.4554, -0.7365, 0.5845, -0.2028, 0.4713, -0.5203, -0.4861, -0.3670, -0.6512, -0.4918, 0.2512, 0.1575, -0.4143, 0.1355, -0.4104, 0.1891, -0.4250, 0.6001, 0.4868, 0.4205, 0.3463, 0.3396, 0.3845, 0.4589]
}


(2)
{
  "formula": "C12H28Cl3N4O4Zr",
  "method": "ωB97M-V/def2-TZVPD",
  "fmax_ev_per_a": 5.50,
  "total_charge": 1,
  "lumo_ev": -7.807,
  "spin_multiplicity": 1,
  "homo_energy_ev": -12.133,
  "total_energy_ev": -65883.2552,
  "relative_energy_kcal_mol": 409.6,
  "homo_lumo_gap_ev": 4.3,
  "symbols": ["Zr", "Cl", "Cl", "Cl", "C", "C", "O", "N", "C", "H", "H", "H", "H", "H", "H", "H", "C", "C", "O", "N", "C", "H", "H", "H", "H", "H", "H", "H", "C", "C", "O", "N", "C", "H", "H", "H", "H", "H", "H", "H", "C", "C", "O", "N", "C", "H", "H", "H", "H", "H", "H", "H"],
  "coordinates": [[21.7259, -1.0579, -10.3520], [25.1792, -0.4950, -10.4629], [22.1069, -4.2029, -11.0385], [20.9050, 2.1257, -9.8106], [22.4088, 2.0510, -14.7285], [21.9657, 0.5815, -14.7251], [21.8893, -0.0221, -13.6309], [21.5522, 0.0606, -15.8885], [20.8897, -1.2281, -16.1244], [22.8361, 2.4905, -15.6298], [23.2166, 2.3164, -14.0465], [21.5829, 2.7326, -14.5251], [21.9657, 0.5624, -16.6614], [21.2291, -1.6603, -17.0657], [19.8084, -1.0929, -16.1476], [21.1045, -1.9039, -15.2966], [22.6661, -2.5167, -4.9047], [23.2267, -1.4546, -5.7093], [22.9673, -1.2897, -6.9092], [24.1240, -0.6996, -5.0955], [24.9876, 0.3332, -5.7054], [23.4117, -3.1865, -4.4762], [22.0368, -3.1374, -5.5426], [22.0570, -2.1438, -4.0813], [24.3142, -0.9017, -4.1244], [24.8190, 0.8315, -6.6601], [25.9757, -0.1160, -5.8060], [25.2427, 1.1391, -5.0173], [16.6613, 0.1230, -12.8004], [17.4133, -1.2197, -12.4855], [18.5476, -1.2731, -11.9993], [16.4635, -2.1470, -12.2395], [16.7311, -3.5598, -12.4016], [15.5844, -0.0430, -12.8280], [17.0226, 0.1611, -13.8281], [17.0343, 0.9060, -12.1403], [15.5804, -1.7556, -11.9445], [17.6053, -3.7973, -13.0077], [15.9710, -3.9422, -13.0830], [16.6908, -4.2135, -11.5303], [17.6762, -1.1695, -6.9614], [18.3929, -2.5007, -7.3987], [19.3184, -2.3208, -8.1503], [17.8956, -3.6761, -7.0800], [18.4359, -5.0052, -7.5019], [17.4731, -0.6423, -7.8936], [18.3363, -0.5321, -6.3731], [16.6548, -1.2676, -6.5936], [17.0153, -3.7153, -6.5863], [17.6491, -5.7232, -7.7333], [19.0313, -5.4263, -6.6918], [19.1552, -4.8900, -8.3128]],
  "forces_ev_per_angstrom": [[1.5, 0.2, -0.3], [-2.7, -0.4, 0.1], [-0.5, 3.4, 0.7], [0.7, -3.2, -0.5], [0.7, 0.6, -0.4], [-0.1, 0.3, 1.9], [-0.2, -0.1, -0.3], [0.6, 0.3, -0.4], [0.2, 0.3, 0.6], [-0.3, -0.7, -0.7], [-0.3, -0.7, 0.6], [-0.3, -0.4, 0.3], [-0.5, -0.2, -0.3], [0.0, 0.1, 0.2], [0.0, 0.1, -0.1], [0.2, 0.0, -0.1], [-1.4, -1.9, 0.7], [0.8, 0.9, -1.9], [-0.4, 0.0, -0.5], [0.6, 1.7, 0.1], [1.7, -0.2, 0.6], [0.2, 0.2, 0.0], [-0.1, 0.1, 0.1], [0.0, 0.1, 0.0], [0.0, 0.1, -0.2], [-1.2, -0.7, 0.1], [0.1, -0.3, -0.4], [-0.8, 0.0, 0.4], [2.0, -1.7, -0.7], [-1.8, 2.4, 4.6], [0.7, -0.3, -1.8], [1.0, -1.3, -0.7], [-1.1, -1.1, -0.8], [0.2, 0.3, 0.1], [-0.3, 1.3, -0.3], [-0.2, 0.1, -0.4], [-0.1, -0.7, -0.6], [0.5, 0.7, 0.6], [-0.4, -0.1, 0.2], [0.2, 0.4, 0.3], [-0.5, -1.0, -0.7], [-1.9, 2.9, 0.3], [2.9, -0.3, -1.7], [-0.7, -2.2, 0.2], [0.6, 0.8, 0.5], [0.5, 0.0, -0.2], [-0.2, -0.3, 0.2], [0.3, -0.3, 0.8], [0.3, 0.2, 0.1], [-0.1, 0.4, -0.2], [-0.1, 0.0, 0.2], [-0.4, 0.2, -0.2]],
  "mulliken_charge": [1.7569, -0.3094, -0.4296, -0.4467, -1.1282, 0.5838, -0.4731, -0.1562, -0.7819, 0.3799, 0.3285, 0.2856, 0.2609, 0.3168, 0.2415, 0.2860, -1.1403, 0.7198, -0.5385, -0.1793, -0.9039, 0.3528, 0.2387, 0.3366, 0.2232, 0.3040, 0.3480, 0.3282, -0.9328, 0.5115, -0.5071, -0.1574, -0.9158, 0.3534, 0.2543, 0.2805, 0.2363, 0.3154, 0.3725, 0.2688, -0.9802, 0.5882, -0.4986, -0.1718, -0.8636, 0.2550, 0.2642, 0.3588, 0.2479, 0.3112, 0.3230, 0.2821]
}


(3)
{
  "formula": "C22H43N2P3SeV",
  "method": "ωB97M-V/def2-TZVPD",
  "fmax_ev_per_a": 5.07,
  "total_charge": 3,
  "lumo_ev": [-12.390, -12.415],
  "spin_multiplicity": 3,
  "homo_energy_ev": [-16.326, -16.315],
  "total_energy_ev": -145363.9169,
  "relative_energy_kcal_mol": 49.9,
  "homo_lumo_gap_ev": [3.9, 3.9],
  "symbols": ["V", "P", "P", "P", "H", "C", "C", "H", "C", "C", "C", "C", "C", "C", "C", "C", "C", "H", "H", "H", "H", "H", "H", "H", "H", "H", "H", "H", "H", "H", "H", "H", "H", "H", "H", "H", "H", "H", "H", "H", "H", "H", "H", "H", "H", "H", "C", "C", "C", "C", "C", "C", "Se", "H", "H", "H", "H", "H", "H", "N", "C", "C", "C", "N", "C", "C", "H", "H", "H", "H", "H", "H"],
  "coordinates": [[-0.2148, 0.4693, -0.5037], [0.8581, 0.6428, -2.6541], [0.9928, 2.7717, 0.1088], [-1.3235, -1.4662, -1.0620], [0.8248, -3.0928, 3.1137], [0.2436, -3.6275, 2.3538], [0.8458, -4.5772, 1.5551], [1.9339, -4.7061, 1.5580], [0.0245, 1.7959, -3.8215], [2.5671, 1.3176, -2.6205], [1.1048, -0.8296, -3.7139], [0.1899, 3.4353, 1.6072], [2.7610, 2.8262, 0.5809], [0.8265, 4.2065, -1.0238], [-2.4728, -1.9649, 0.2652], [-0.3981, -3.0102, -1.3546], [-2.4394, -1.2832, -2.4998], [-0.8372, -3.6537, 2.5429], [0.2522, -5.2674, 0.9462], [0.4901, 1.6859, -4.8105], [0.1243, 2.8360, -3.4858], [-1.0435, 1.5542, -3.8972], [3.0337, 1.1296, -3.5981], [3.1641, 0.8174, -1.8469], [2.5686, 2.3969, -2.4246], [1.5859, -0.5052, -4.6484], [0.1535, -1.3187, -3.9553], [1.7630, -1.5497, -3.2118], [0.5915, 4.4400, 1.7986], [0.4039, 2.7879, 2.4665], [-0.8975, 3.4936, 1.4705], [2.9604, 3.7739, 1.0998], [3.4009, 2.7519, -0.3062], [2.9943, 1.9921, 1.2535], [1.1296, 5.1051, -0.4677], [-0.2168, 4.3235, -1.3484], [1.4654, 4.0977, -1.9084], [-3.0692, -2.8271, -0.0646], [-3.1333, -1.1317, 0.5365], [-1.8860, -2.2474, 1.1500], [-1.0827, -3.7856, -1.7261], [0.0495, -3.3582, -0.4137], [0.4031, -2.8565, -2.0859], [-2.9682, -2.2314, -2.6662], [-1.8812, -1.0160, -3.4057], [-3.1682, -0.4873, -2.2960], [-3.0865, 1.4982, 0.4544], [-2.7570, 1.2591, 1.7895], [-3.7573, 0.8004, 2.6583], [-5.0648, 0.6238, 2.1953], [-5.3923, 0.9282, 0.8641], [-4.4044, 1.3871, -0.0110], [-1.6815, 1.9398, -0.9479], [0.1481, -2.1554, 1.2742], [-1.7358, 1.4211, 2.1480], [-3.5060, 0.5915, 3.7002], [-5.8403, 0.2634, 2.8769], [-6.4182, 0.8175, 0.5098], [-4.6306, 1.6499, -1.0462], [4.0689, -2.1229, 3.2944], [3.2002, -1.4538, 2.4899], [2.1908, -0.6290, 3.0321], [1.2613, -0.0424, 2.1855], [1.3498, -0.1756, 0.8348], [2.3236, -0.9576, 0.2989], [3.2546, -1.6102, 1.0900], [4.0870, -1.9747, 4.2932], [4.8283, -2.6663, 2.9072], [2.1162, -0.4865, 4.1118], [0.4288, 0.5563, 2.5709], [2.3441, -1.0565, -0.7927], [3.9993, -2.2630, 0.6324]],
  "forces_ev_per_angstrom": [[3.8, 0.5, 1.8], [0.6, 0.6, -1.3], [0.3, 0.3, -0.1], [-1.5, -1.7, -0.5], [0.0, -0.3, -0.3], [-0.7, 2.5, -0.3], [0.2, 0.1, -0.2], [-0.4, 0.1, -0.1], [-0.1, -0.2, 0.1], [0.1, -0.2, 0.0], [0.0, -0.1, 0.0], [-0.1, -0.1, 0.1], [0.0, 0.0, 0.0], [0.0, 0.0, 0.0], [-0.1, -0.1, 0.0], [0.1, -0.2, -0.2], [0.1, -0.1, -0.1], [0.4, -0.2, -0.2], [0.2, 0.2, 0.1], [-0.1, 0.1, 0.2], [0.0, -0.3, -0.1], [0.3, 0.1, 0.0], [-0.1, 0.1, 0.3], [-0.1, 0.2, -0.2], [0.0, -0.4, -0.1], [-0.1, -0.2, 0.3], [0.3, 0.1, 0.0], [-0.1, 0.1, -0.2], [-0.1, -0.3, 0.1], [0.0, 0.3, -0.1], [0.3, 0.1, 0.0], [0.1, -0.3, -0.2], [-0.1, 0.1, 0.3], [0.0, 0.2, -0.1], [-0.1, -0.2, -0.2], [0.3, 0.0, 0.1], [-0.1, 0.1, 0.2], [0.1, 0.2, 0.2], [0.1, -0.2, 0.0], [-0.3, 0.1, -0.1], [0.2, 0.1, 0.1], [-0.2, 0.2, -0.5], [-0.2, -0.1, 0.2], [0.1, 0.2, 0.0], [-0.2, -0.1, 0.2], [0.2, -0.2, 0.0], [0.3, 0.2, -0.7], [0.0, -0.3, -0.2], [0.0, 0.1, -0.1], [0.1, 0.0, -0.1], [0.2, 0.1, 0.2], [0.3, -0.2, 0.1], [-4.5, 2.4, 0.0], [0.6, -2.2, 1.4], [-0.3, 0.0, 0.0], [-0.1, 0.1, -0.3], [0.3, 0.2, -0.3], [0.3, 0.1, 0.1], [-0.1, -0.1, 0.3], [-0.6, 0.4, -0.6], [0.9, -0.6, 0.9], [-0.7, 0.4, -0.1], [1.0, -0.5, 0.4], [-0.9, -1.2, -0.3], [0.6, -0.3, 0.9], [-0.4, 0.1, -0.8], [0.0, 0.1, -0.1], [-0.1, 0.2, 0.0], [0.0, 0.0, -0.3], [0.4, -0.2, -0.1], [0.0, 0.0, 0.5], [-0.1, 0.3, 0.1]],
  "mulliken_charge": [-0.3187, 0.9540, 0.7037, 1.0324, 0.3337, -0.0748, -0.4252, 0.2785, -1.3740, -1.1408, -1.3769, -1.1918, -1.2409, -1.2980, -0.3821, -0.2611, -1.0510, 0.3967, 0.3229, 0.4966, 0.3061, 0.3800, 0.5686, 0.2290, 0.3123, 0.5770, 0.3642, 0.3594, 0.5704, 0.2867, 0.3622, 0.4980, 0.3700, 0.2134, 0.5345, 0.3900, 0.3687, 0.5154, 0.0960, -0.0238, 0.5415, -0.4442, 0.2510, 0.5085, 0.3090, 0.2821, 0.3402, 0.3266, -0.7494, -0.5914, -0.6063, -0.5057, -0.1663, -0.4630, 0.0757, 0.4437, 0.4249, 0.4224, 0.5185, -0.4467, 0.7966, -0.9218, -0.5733, 1.7399, -0.6570, -1.1635, 0.2330, 0.2306, 0.4802, 0.1413, 0.0726, 0.4891]
}